No. 1
A structure of composition C32H51N4OP2SSn, computed with wB97M-V/def2-TZVPD.

LUMO energy, eV: -2.702
Charge: +1
Kohn-Sham gap, eV: 4.5893
ΔE to the lowest compared entry with this formula, charge and spin, eV: 1.420
Largest force on an atom, Eh/bohr: 0.0553

Each line ends with the Löwdin charge.
Element x y z (Å)
C (-0.00987, -2.85025, -1.41374)  -0.2814
C (2.00071, -2.39217, -0.19861)  -0.2857
C (0.49385, -4.07544, -1.78291)  0.0083
C (2.53207, -3.59433, -0.57899)  0.0041
C (1.76178, -4.45266, -1.36020)  0.0053
H (-0.11611, -4.69491, -2.41905)  0.1241
H (3.53595, -3.83513, -0.26058)  0.1237
H (2.16460, -5.41670, -1.64541)  0.1231
N (0.74050, -2.11446, -0.57750)  -0.0194
P (-1.27574, -0.42404, -2.17487)  1.0297
P (1.75365, -0.35705, 1.83187)  1.0926
C (-1.31300, -2.24974, -1.91007)  -0.2203
H (-1.60925, -2.75270, -2.84194)  0.0903
H (-2.11278, -2.43989, -1.17526)  0.0970
C (2.76003, -1.26534, 0.45263)  -0.2838
H (3.69423, -1.63335, 0.88858)  0.1058
C (2.79122, 1.12784, 2.35408)  -0.6388
C (1.36536, -1.58508, 3.17611)  -0.6482
C (-0.26356, -0.04507, -3.70751)  -0.6500
C (-3.04782, 0.14728, -2.26730)  -0.6359
C (2.27904, 2.44686, 1.73183)  -0.0805
H (1.37816, 2.80353, 2.24875)  0.0838
H (3.06785, 3.20472, 1.86904)  0.0981
H (2.05892, 2.36957, 0.66082)  0.0542
C (2.67717, 1.27415, 3.87736)  -0.0913
H (1.65793, 1.54421, 4.17588)  0.0798
H (2.98683, 0.37457, 4.41818)  0.0686
H (3.33839, 2.09398, 4.18142)  0.0977
C (4.26009, 0.90490, 1.94177)  -0.0684
H (4.90081, 1.48562, 2.61801)  0.0962
H (4.57943, -0.14088, 2.01161)  0.0678
H (4.45221, 1.25855, 0.92168)  0.0782
C (0.46426, -0.89000, 4.23034)  -0.0841
H (-0.04867, -0.00603, 3.82949)  0.0663
H (-0.30254, -1.60671, 4.54817)  0.0848
H (1.03015, -0.60137, 5.12522)  0.0769
C (0.59250, -2.78618, 2.59696)  -0.0862
H (-0.18480, -2.47835, 1.88990)  0.0380
H (1.26154, -3.50923, 2.12072)  0.0760
H (0.09316, -3.28444, 3.43859)  0.0994
C (2.69442, -2.08554, 3.77950)  -0.0786
H (3.58850, -1.68393, 3.28329)  0.0617
H (2.75599, -1.86207, 4.85197)  0.0831
H (2.72568, -3.17918, 3.68670)  0.0828
C (-3.09308, 1.68803, -2.37733)  -0.0932
H (-4.01043, 2.05252, -1.89508)  0.0844
H (-2.23729, 2.17373, -1.88873)  0.0538
H (-3.12527, 2.01597, -3.42529)  0.0777
C (-3.81754, -0.28879, -1.01291)  -0.1099
H (-3.65449, -1.32028, -0.70000)  0.0764
H (-3.55916, 0.34231, -0.16783)  0.0006
H (-4.88810, -0.10223, -1.16050)  0.1026
C (-3.72813, -0.54393, -3.45430)  -0.0832
H (-4.73666, -0.85451, -3.14726)  0.0879
H (-3.85084, 0.12612, -4.31076)  0.0831
H (-3.20352, -1.44955, -3.78088)  0.0631
C (1.17376, -0.58575, -3.53920)  -0.0772
H (1.46859, -1.22999, -4.37302)  0.0967
H (1.87899, 0.24436, -3.45364)  0.0751
H (1.29316, -1.17736, -2.63439)  0.0341
C (-0.18240, 1.48728, -3.84704)  -0.0817
H (0.06246, 1.95972, -2.88528)  0.0797
H (0.63017, 1.72454, -4.54678)  0.0974
H (-1.10418, 1.92402, -4.24499)  0.0723
C (-0.88118, -0.69511, -4.94978)  -0.0913
H (-0.94676, -1.78730, -4.85565)  0.0827
H (-1.86791, -0.29108, -5.19574)  0.0655
H (-0.21796, -0.47691, -5.79708)  0.0951
Sn (0.26371, -0.08167, -0.18217)  0.7098
C (-1.56095, -0.73774, 1.15643)  -0.6399
O (-2.39276, -1.24197, 1.87485)  -0.0768
N (2.00487, 0.59684, -1.01067)  -0.0572
C (2.96810, -0.18241, -0.63368)  -0.4161
C (4.24457, -0.00144, -1.33112)  -0.2018
C (4.52336, 1.26005, -1.89434)  -0.0336
C (5.18834, -1.03632, -1.44033)  -0.0259
C (5.73904, 1.48065, -2.54333)  -0.0654
H (3.76680, 2.04334, -1.80280)  0.1125
C (6.39624, -0.80815, -2.09521)  -0.0737
H (4.96792, -2.01676, -1.01648)  0.0977
C (6.67948, 0.44714, -2.64683)  -0.0736
H (5.95073, 2.46166, -2.96637)  0.1074
H (7.12090, -1.61829, -2.17599)  0.1069
H (7.62905, 0.61853, -3.15632)  0.1078
N (-3.50182, 1.18518, 2.71913)  0.1645
C (-3.14486, 1.62842, 1.53585)  -0.6792
N (-3.64523, 2.62978, 0.81990)  0.1058
S (-1.58996, 1.13784, 0.78239)  0.5867
H (-4.27227, 1.66172, 3.13501)  0.1109
H (-2.95902, 0.54328, 3.28359)  0.1126
H (-3.16039, 2.99371, 0.01192)  0.0826
H (-4.40200, 3.11960, 1.21435)  0.1011

***

No. 2
A cluster of 8 separate species, C32H52BN3O25SSi in total, computed with wB97M-V/def2-TZVPD.

LUMO energy, eV: -0.593
Kohn-Sham gap, eV: 9.0840
ΔE to the lowest compared entry with this formula, charge and spin, eV: 6.692
SMILES: NC(=O)CC[Si@](N)(N=C=S)OB(O)O.C[C@@H]1COC(=O)O1.C[C@@H]1COC(=O)O1.C[C@@H]1COC(=O)O1.C[C@@H]1COC(=O)O1.C[C@@H]1COC(=O)O1.C[C@@H]1COC(=O)O1.C[C@@H]1COC(=O)O1
Largest force on an atom, Eh/bohr: 0.1847

Each line ends with the Löwdin charge.
Element x y z (Å)
N (-2.65660, 2.59470, -1.41565)  0.0326
C (-3.34274, 1.50361, -0.56720)  -0.3117
O (-4.56662, 1.78104, -0.09931)  -0.0461
C (-2.52176, 0.09809, -0.37307)  -0.1515
C (-2.49823, -0.49051, 1.15658)  -0.2289
Si (-2.07530, 0.79299, 2.52585)  0.4233
N (-2.28249, -0.06499, 4.13493)  -0.0657
N (-3.16720, 2.22403, 2.59652)  -0.0012
C (-2.42424, 3.32891, 2.19999)  -0.5596
S (-1.59505, 4.50337, 1.23527)  0.5960
O (-0.42331, 1.38851, 2.51354)  -0.0694
B (0.45460, 0.60972, 1.61850)  -0.6354
O (0.74648, -0.84716, 1.73939)  0.0510
O (1.07039, 1.37613, 0.47789)  0.0402
H (-2.56448, 2.15439, -2.38049)  0.0960
H (-1.65111, 2.70195, -1.09222)  0.0398
H (-1.41572, 0.11231, -0.76235)  0.1193
H (-3.09307, -0.71314, -1.03619)  0.1409
H (-1.75405, -1.42083, 1.15320)  0.1122
H (-3.56798, -0.94146, 1.43425)  0.1113
H (-3.29072, -0.33383, 4.16193)  0.0287
H (-1.64990, -0.89615, 4.18910)  0.0445
H (0.79250, -1.16465, 0.76897)  0.1117
H (0.40224, 2.09403, 0.19150)  0.0925
C (2.33000, 0.16150, 4.48514)  -0.0140
C (2.44999, 0.94707, 5.77487)  -0.3412
C (3.77371, 0.78979, 6.45992)  -0.1075
O (3.44556, 1.05570, 7.81305)  0.0586
C (2.13208, 0.70629, 7.96417)  -0.5087
O (1.55844, 0.62451, 9.03701)  0.1227
O (1.54826, 0.45655, 6.75336)  0.0892
H (1.28894, 0.13843, 4.14608)  0.0704
H (2.94838, 0.60309, 3.69801)  0.0803
H (2.63682, -0.88079, 4.62458)  0.0782
H (2.20823, 2.00195, 5.59642)  0.1514
H (4.52177, 1.49999, 6.09682)  0.1427
H (4.18242, -0.22497, 6.39786)  0.1408
C (-7.06918, 1.17370, -1.74559)  -0.0187
C (-7.21627, 1.20009, -3.25310)  -0.3434
C (-8.62997, 1.36770, -3.72172)  -0.1042
O (-8.59424, 0.76836, -5.00579)  -0.0090
C (-7.60263, -0.17235, -4.96167)  -0.4924
O (-7.40776, -1.01111, -5.82495)  0.1385
O (-6.86125, -0.05070, -3.81938)  0.0909
H (-6.06580, 0.83687, -1.46442)  0.0584
H (-7.24204, 2.16549, -1.31728)  0.0986
H (-7.77453, 0.47044, -1.28965)  0.0936
H (-6.55354, 1.96147, -3.68222)  0.1651
H (-8.92724, 2.41762, -3.79332)  0.1487
H (-9.36209, 0.82837, -3.11037)  0.1454
C (5.34263, -1.67936, 0.73804)  -0.0106
C (4.15245, -2.60098, 0.56779)  -0.3299
C (4.42878, -3.79556, -0.29413)  -0.0991
O (3.13872, -4.11616, -0.78637)  0.0652
C (2.43325, -2.94475, -0.80272)  -0.5034
O (1.34716, -2.80028, -1.33776)  0.1194
O (3.10888, -1.95574, -0.14341)  0.0894
H (5.03108, -0.73026, 1.18688)  0.1008
H (6.10563, -2.13762, 1.37427)  0.0929
H (5.79702, -1.43433, -0.22812)  0.0651
H (3.75830, -2.89125, 1.54934)  0.1204
H (4.84631, -4.63371, 0.27068)  0.1383
H (5.07939, -3.57927, -1.14886)  0.1317
C (4.99204, -7.30052, 4.69895)  -0.0193
C (3.96507, -6.20296, 4.51029)  -0.3505
C (3.28359, -6.23288, 3.17577)  -0.1089
O (2.89642, -4.87995, 3.00537)  0.0632
C (3.79653, -4.13219, 3.71305)  -0.4908
O (3.88836, -2.91809, 3.64758)  0.1285
O (4.58284, -4.92646, 4.50053)  0.0942
H (5.60300, -7.10504, 5.58654)  0.0912
H (4.50814, -8.27537, 4.81064)  0.0922
H (5.68156, -7.35005, 3.84919)  0.0895
H (3.24251, -6.21833, 5.33535)  0.1646
H (2.40917, -6.88946, 3.16510)  0.1469
H (3.94851, -6.50734, 2.34922)  0.1386
C (-10.28992, 1.40006, -7.10857)  -0.0102
C (-11.31689, 2.49763, -7.29724)  -0.3497
C (-11.99838, 2.46771, -8.63176)  -0.1172
O (-12.38555, 3.82064, -8.80215)  0.0608
C (-11.48544, 4.56840, -8.09448)  -0.5068
O (-11.39361, 5.78250, -8.15995)  0.1317
O (-10.69913, 3.77413, -7.30699)  0.0850
H (-9.67897, 1.59555, -6.22098)  0.0587
H (-10.77383, 0.42521, -6.99688)  0.1024
H (-9.60041, 1.35054, -7.95833)  0.1006
H (-12.03945, 2.48226, -6.47217)  0.1610
H (-12.87280, 1.81113, -8.64243)  0.1429
H (-11.33346, 2.19325, -9.45830)  0.1418
C (2.94200, 7.35226, 2.51224)  -0.0184
C (3.48836, 5.95718, 2.28832)  -0.3519
C (3.01030, 5.31469, 1.02146)  -0.1117
O (3.11490, 3.93429, 1.32624)  0.0670
C (2.96873, 3.82946, 2.68190)  -0.4704
O (2.81855, 2.77808, 3.28089)  0.1377
O (3.00892, 5.05999, 3.27644)  0.0942
H (3.14421, 7.68305, 3.53644)  0.0908
H (3.39116, 8.06590, 1.81514)  0.0913
H (1.85443, 7.37855, 2.38391)  0.0896
H (4.58343, 5.96796, 2.34969)  0.1623
H (3.63422, 5.56872, 0.16006)  0.1447
H (1.96377, 5.53651, 0.78440)  0.1342
C (7.32720, -3.11379, -4.45574)  -0.0182
C (8.03622, -2.29401, -3.39737)  -0.3495
C (9.24650, -2.96422, -2.82091)  -0.1123
O (9.34132, -2.36404, -1.54023)  0.0725
C (8.06914, -2.00350, -1.19133)  -0.4794
O (7.73848, -1.62722, -0.07965)  0.1018
O (7.21607, -2.12490, -2.25285)  0.0738
H (6.34672, -2.68161, -4.68197)  0.0917
H (7.91534, -3.15747, -5.37723)  0.0926
H (7.14580, -4.13738, -4.11032)  0.0900
H (8.27245, -1.29729, -3.78954)  0.1641
H (10.15091, -2.77328, -3.40520)  0.1455
H (9.12766, -4.04517, -2.68652)  0.1425